1.
Molecular formula: C16H30BiN8O4S
Method: DFT, the ωB97M-V functional and the def2-TZVPD basis

The geometry in ORCA input format:
```
! wB97M-V def2-TZVPD RIJCOSX def2/J DEFGRID3
* xyz 1 1
Bi -1.561 0.629 1.275
C 0.038 -0.606 -3.277
C 0.854 -0.857 -2.055
N 0.707 -0.262 -0.892
C 1.653 -0.815 -0.071
C 2.389 -1.753 -0.744
N 1.845 -1.779 -2.002
C 3.373 -2.758 -0.304
O 3.968 -2.655 0.755
O 3.518 -3.739 -1.158
C 1.764 -0.363 1.339
O 2.828 -0.718 2.024
O 0.916 0.352 1.839
H -0.833 -1.263 -3.299
H 0.614 -0.789 -4.183
H -0.305 0.426 -3.289
H 2.164 -2.376 -2.749
H 3.351 -1.439 1.570
C -3.618 4.301 -3.189
C -4.216 3.509 -2.089
N -5.346 3.746 -1.488
N -5.446 2.739 -0.565
C -4.415 1.903 -0.570
S -4.200 0.525 0.404
N -3.627 2.386 -1.548
N -2.447 1.796 -2.023
H -4.329 5.064 -3.494
H -3.379 3.657 -4.033
H -2.696 4.784 -2.863
H -6.251 2.675 0.038
H -1.677 2.182 -1.477
H -2.508 0.806 -1.788
N 4.382 -5.791 0.251
C 3.219 -6.626 0.589
C 2.187 -5.809 1.339
N 1.017 -6.638 1.600
H 5.106 -6.350 -0.188
H 4.799 -5.405 1.093
H 4.007 -4.520 -0.707
H 3.509 -7.489 1.197
H 2.778 -7.008 -0.332
H 1.881 -4.965 0.712
H 2.649 -5.393 2.244
H 1.273 -7.479 2.104
H 0.339 -6.150 2.169
C -1.187 5.025 1.008
C -0.777 3.765 1.781
C -0.938 4.034 3.289
C 0.685 3.428 1.485
C -1.723 2.656 1.399
H -0.574 5.875 1.315
H -2.233 5.281 1.191
H -1.046 4.890 -0.068
H -0.295 4.868 3.580
H -0.656 3.157 3.871
H -1.968 4.295 3.542
H 1.311 4.300 1.679
H 0.820 3.135 0.441
H 1.047 2.610 2.116
H -2.743 2.994 1.207
*
```

Calculated values
LUMO energy (alpha / beta) ... -2.8765 / -2.8759 eV
HOMO-LUMO gap (alpha / beta) ... 7.761 / 7.760 eV
Relative energy (zero: lowest compared OMol25 entry of this formula, charge and spin) ... 3.9 kcal per mole
HOMO level (alpha / beta) ... -10.637 / -10.636 eV
F_max ... 0.7 eV Å⁻¹

***

2.
Molecular formula: C16H30BrIO5
Method: DFT, the ωB97M-V functional and the def2-TZVPD basis

The geometry in ORCA input format:
```
! wB97M-V def2-TZVPD RIJCOSX def2/J DEFGRID3
* xyz 0 1
C 3.909 3.026 1.822
C 4.903 2.984 0.673
O 4.332 2.458 -0.536
C 3.955 1.150 -0.453
O 4.758 0.268 -0.272
C 2.494 0.918 -0.698
C 2.136 1.054 -2.191
C 0.990 0.130 -2.633
C 1.225 -1.368 -2.384
O 0.080 -2.011 -1.849
C -0.008 -1.978 -0.427
C 0.883 -3.037 0.210
C 0.980 -2.967 1.736
C 1.515 -1.628 2.266
I 0.211 -0.666 3.664
C -1.474 -2.155 -0.077
O -2.052 -0.877 0.121
C -3.436 -0.875 0.211
Br -3.943 -1.572 1.997
C -3.898 0.556 0.002
C -5.389 0.786 -0.279
C -5.732 2.246 0.016
O -6.212 -0.100 0.460
H 2.932 3.354 1.463
H 3.786 2.039 2.276
H 4.235 3.726 2.591
H 5.769 2.371 0.937
H 5.248 3.986 0.423
H 2.260 -0.076 -0.324
H 1.922 1.639 -0.110
H 3.016 0.902 -2.822
H 1.815 2.082 -2.369
H 0.859 0.283 -3.707
H 0.062 0.454 -2.155
H 1.443 -1.869 -3.330
H 2.105 -1.530 -1.752
H 0.282 -0.976 -0.083
H 1.894 -2.998 -0.206
H 0.479 -4.018 -0.066
H 1.646 -3.753 2.100
H 0.005 -3.179 2.179
H 2.462 -1.754 2.785
H 1.665 -0.890 1.486
H -1.604 -2.768 0.821
H -1.958 -2.675 -0.911
H -3.865 -1.578 -0.508
H -3.547 1.144 0.855
H -3.362 0.899 -0.888
H -5.567 0.619 -1.347
H -5.685 2.394 1.099
H -6.711 2.519 -0.376
H -4.967 2.897 -0.413
H -6.845 0.413 0.969
*
```

Calculated values
LUMO energy ... 0.5624 eV
HOMO-LUMO gap ... 9.793 eV
SMILES ... CCOC(=O)CCCCO[C@H](CCCI)CO[C@@H](Br)C[C@H](C)O
HOMO level ... -9.230 eV
F_max ... 0.9 eV Å⁻¹

***

3.
Molecular formula: C16H30BrN6O6P
Method: DFT, the ωB97M-V functional and the def2-TZVPD basis

The geometry in ORCA input format:
```
! wB97M-V def2-TZVPD RIJCOSX def2/J DEFGRID3
* xyz -2 1
C 3.052 -2.548 2.740
C 4.118 -1.456 2.174
O 3.674 -1.092 0.851
C 3.409 0.327 0.724
C 2.423 0.723 -0.456
C 1.107 1.523 -0.092
C 0.716 1.984 1.382
N 1.597 3.181 1.721
C 0.186 1.872 -1.373
C -1.167 2.735 -1.143
C -2.335 1.916 -0.415
C -2.621 0.453 -1.008
C -3.052 -0.479 0.241
N -4.161 -1.458 -0.125
C -4.350 -2.251 1.130
N -5.167 -1.921 2.100
N -3.492 -3.454 1.258
N 0.480 1.520 -2.690
N 1.615 0.841 -2.905
O 1.828 0.502 -4.221
C 2.667 0.396 -1.976
C 3.968 -0.403 -2.451
Br 5.694 0.468 -1.805
C 3.914 -1.989 -2.052
C 2.431 -2.489 -1.683
H 2.210 -2.636 1.962
H 3.564 -3.568 2.788
H 2.620 -2.187 3.732
H 4.295 -0.580 2.884
H 5.132 -2.014 2.104
H 2.969 0.662 1.744
H 4.380 0.951 0.616
H -0.353 2.354 1.505
H 0.882 1.145 2.162
H 2.585 2.897 1.728
H 1.409 3.833 0.933
H -0.841 3.659 -0.527
H -1.491 3.168 -2.165
H -2.224 1.814 0.715
H -3.307 2.524 -0.579
H -1.765 -0.007 -1.604
H -3.537 0.508 -1.706
H -2.134 -1.032 0.689
H -3.485 0.132 1.121
H -3.839 -2.074 -0.885
H -5.655 -1.048 1.831
H -3.787 -3.989 2.089
H -2.553 -3.078 1.487
H 1.816 -0.491 -4.220
H 4.085 -0.406 -3.600
H 4.231 -2.599 -2.982
H 4.671 -2.252 -1.234
H 2.447 -3.641 -1.536
H 2.011 -2.050 -0.719
H 1.673 -2.313 -2.538
O -5.378 3.092 1.809
P -6.509 2.683 0.856
O -7.630 3.730 0.904
O -7.067 1.320 1.285
O -5.960 2.590 -0.573
*
```

Calculated values
LUMO energy ... 1.9057 eV
HOMO-LUMO gap ... 1.632 eV
HOMO level ... 0.274 eV
F_max ... 5.4 eV Å⁻¹